# 1
Here is a molecular structure, C10H12ClNPV from OMol25. Energies are from the ωB97M-V functional and the def2-TZVPD basis.

The geometry in XYZ format:
```
26
C10H12ClNPV | OMol25 | the ωB97M-V functional and the def2-TZVPD basis
C -0.6821 -0.7078 -1.5551
C -0.6964 0.1228 -2.6554
C -0.3315 1.4771 -2.7370
C 0.3451 2.2481 -1.7736
C 0.9378 1.8207 -0.5830
V -0.0333 0.2513 -0.0537
P 0.3839 -2.0875 0.5921
H -1.0054 -1.7303 -1.7166
H -1.0576 -0.3003 -3.5968
H -0.5726 1.9758 -3.6898
H 1.6235 2.5190 -0.0866
H 0.4853 3.2945 -2.0978
H 1.5737 -2.4685 1.2720
H 0.2872 -3.1953 -0.2964
H -0.6090 -2.5191 1.5250
Cl -3.0230 4.1507 2.2862
C -2.2702 2.6248 2.4937
C -2.0577 2.1079 3.7712
C -1.3412 0.9205 3.8684
C -0.8601 0.2936 2.7352
N -1.1249 0.7618 1.4735
C -1.8271 1.9440 1.3432
H -2.4057 2.6536 4.6341
H -1.1262 0.4996 4.8326
H -0.2858 -0.6247 2.7890
H -1.9835 2.3392 0.3411
```

E: -59547.948 eV
E_LUMO (alpha / beta): -0.87 / -0.83 eV
multiplicity: 3
expectation value of S²: 2.07

Löwdin population analysis, charges in e, atoms 1 to 8: C -0.329; C -0.268; C -0.209; C -0.285; C -0.235; V 0.480; P 0.742; H -0.006


# 2
Here is C3H6FN in the gas phase from OMol25. Energies are from the ωB97M-V functional and the def2-TZVPD basis.

The geometry in XYZ format:
```
11
C3H6FN | OMol25 | the ωB97M-V functional and the def2-TZVPD basis
C -0.4918 -0.2620 -0.7932
C 0.6738 -0.8208 -0.0292
C -0.5818 0.8658 0.2467
N 0.1382 -0.0442 1.1546
F 0.1772 2.0846 0.0039
H -0.2360 0.1354 -1.7649
H -1.1911 -1.0407 -0.6419
H 0.6380 -1.8864 -0.0001
H 1.5867 -0.4796 -0.5685
H -1.6136 1.1827 0.6208
H 0.9003 0.2652 1.7719
```

E: -7414.261 eV
E_LUMO: 1.19 eV
SMILES: F[C@H]1CCN1

Löwdin population analysis, charges in e, atoms 1 to 8: C -0.136; C -0.206; C -0.290; N 0.015; F -0.067; H 0.111; H 0.101; H 0.090


Q: Look up the E of the first one.
A: -59547.948 eV